Model w:
Density functional theory data (ωB97M-V/def2-TZVPD) for a cluster of 2 separate species, C5H12 in total.

Results
* LUMO energy: 1.09 eV
* M: 72.15 g/mol
* SMILES: C=C.CCC
* HOMO level: -9.31 eV

```
! wB97M-V def2-TZVPD RIJCOSX def2/J DEFGRID3
* xyz 0 1
C 2.0685 2.3746 -2.3858
C 3.2420 1.9537 -3.0167
H 1.3754 2.9480 -3.0668
H 1.9608 2.2873 -1.3314
H 3.1223 1.6165 -4.0391
H 4.2534 1.9124 -2.5021
C -2.9932 -1.5913 1.5925
C -1.4946 -1.5526 2.2122
C -0.4140 -0.8824 1.2422
H -3.4245 -0.5529 1.6345
H -3.6419 -2.0958 2.2567
H -2.9419 -1.8794 0.5468
H -1.1086 -2.6128 2.3190
H -1.4823 -1.2344 3.2934
H -0.0458 -1.7673 0.5383
H -0.9539 -0.0359 0.5899
H 0.4346 -0.3980 1.8950
*
```

Model x:
Density functional theory data (ωB97M-V/def2-TZVPD) for a structure of composition C5H12.

Results
* LUMO energy: 1.18 eV
* M: 72.15 g/mol
* HOMO level: -7.58 eV

```
! wB97M-V def2-TZVPD RIJCOSX def2/J DEFGRID3
* xyz 0 1
C 2.2736 -0.1513 0.1869
C 0.8862 -0.6177 0.5890
C -0.8608 -0.1577 -0.8021
C -0.7555 1.3391 -0.7297
C -1.9364 -0.6959 0.0987
H 2.2591 0.8937 -0.1406
H 2.9721 -0.2263 1.0277
H 2.6720 -0.7564 -0.6343
H 0.4043 0.0323 1.3209
H 0.8594 -1.6525 0.9467
H 0.2950 -0.7196 -0.4670
H -1.5358 1.7093 -1.4108
H -0.9514 1.7947 0.2583
H 0.1941 1.7193 -1.1210
H -2.0772 -0.1686 1.0598
H -2.8697 -0.5734 -0.4705
H -1.8291 -1.7691 0.2882
*
```

Model y:
Density functional theory data (ωB97M-V/def2-TZVPD) for a cluster of 2 separate species, C5H12 in total.

Results
* LUMO energy: 1.15 eV
* M: 72.15 g/mol
* SMILES: C=C.CCC
* HOMO level: -10.19 eV

```
! wB97M-V def2-TZVPD RIJCOSX def2/J DEFGRID3
* xyz 0 1
C -1.3424 -1.9318 -2.0069
C -1.5204 -2.7446 -0.9642
H -0.8100 -0.9798 -1.8992
H -1.7235 -2.1928 -3.0008
H -1.1393 -2.4835 0.0297
H -2.0528 -3.6965 -1.0718
C -0.1220 0.9303 1.6611
C 1.3668 1.9547 -0.1132
C 1.2037 0.8289 0.9074
H -0.1776 1.8917 2.1990
H -0.2237 0.1113 2.3929
H -0.9646 0.8749 0.9516
H 1.3354 2.9328 0.3957
H 2.3275 1.8669 -0.6478
H 0.5484 1.9160 -0.8517
H 2.0399 0.8680 1.6316
H 1.2546 -0.1467 0.3868
*
```

Verdict on stability: model y comes out on top.